[1]
17
Properties=species:S:1:pos:R:3 method="wB97M-V/def2-TZVPD" smiles="C[C@H]1C[C@H]1CC=O" relative_energy_ev=0.7352 fmax_ev_per_a=0.52 homo_energy_ev=-9.71 lumo_ev=1.00 total_charge=0 multiplicity=1
H 2.785 -1.969 0.309
H -0.097 2.518 0.518
O 3.302 -0.087 -0.196
H -0.242 1.070 1.616
C 0.974 -0.792 -0.105
H 0.659 -1.577 -0.813
H 0.906 1.082 -1.272
C -1.108 0.750 -0.403
H -1.535 1.389 -1.175
C -2.031 -0.365 0.040
H -2.253 -1.056 -0.782
C -0.222 1.441 0.592
H 0.573 -1.112 0.864
H -1.596 -0.951 0.857
C 2.474 -0.939 0.010
H -2.982 0.037 0.407
C 0.393 0.560 -0.467

***

[2]
17
Properties=species:S:1:pos:R:3 method="wB97M-V/def2-TZVPD" relative_energy_ev=1.5814 fmax_ev_per_a=0.38 homo_energy_ev=-9.90 lumo_ev=0.81 total_charge=0 multiplicity=1
H -1.483 -0.090 2.825
C 0.485 -0.912 0.767
H 1.184 -0.925 -2.201
H 0.806 0.790 -2.414
H -1.788 0.513 -0.919
H -0.484 2.042 0.186
C -1.152 -0.262 -0.477
C 0.069 1.168 0.544
O -1.816 -0.104 1.922
H 0.368 -1.990 0.608
H 2.255 0.308 -1.504
H -1.466 -1.270 -0.769
C 1.210 0.054 -1.708
H 0.915 1.452 1.183
H 1.348 -0.698 1.411
C 0.360 0.026 -0.467
C -0.794 -0.046 0.988

***

[3]
17
Properties=species:S:1:pos:R:3 method="wB97M-V/def2-TZVPD" smiles="C[C@H]1CC=CC1=O.[H][H]" relative_energy_ev=0.8814 fmax_ev_per_a=0.46 homo_energy_ev=-9.45 lumo_ev=0.65 total_charge=0 multiplicity=1
H 1.147 -0.211 -1.878
H 1.390 -1.487 -0.692
H 2.742 0.741 -0.025
C -1.347 0.461 -1.355
C 1.697 0.474 0.111
C -0.489 -0.372 -0.403
H -0.056 -1.871 2.174
C 0.915 0.922 1.097
H -0.661 -1.464 2.329
C 0.987 -0.473 -0.825
O -1.426 0.612 1.623
H 1.193 1.577 1.914
H -0.947 -1.355 -0.248
H -1.464 -0.020 -2.331
H -0.885 1.444 -1.503
H -2.333 0.617 -0.907
C -0.462 0.403 0.918

***

[4]
17
Properties=species:S:1:pos:R:3 method="wB97M-V/def2-TZVPD" smiles="C/C=C/C=C(/C)O" relative_energy_ev=1.4551 fmax_ev_per_a=3.19 homo_energy_ev=-7.82 lumo_ev=0.78 total_charge=0 multiplicity=1
H -2.924 1.326 1.419
H -2.087 -0.725 -1.466
C -1.712 0.587 -0.070
H 2.484 -2.492 -0.512
H 3.706 -1.181 -0.428
C 1.822 -0.497 0.031
H 0.107 1.536 -0.086
C 0.504 -0.597 -0.126
C -2.493 1.720 0.498
H 0.038 -1.581 -0.185
H 2.319 0.465 0.201
C 2.834 -1.634 0.053
H -1.705 2.444 0.752
O -2.534 -0.354 -0.687
H 3.171 -1.907 1.058
H -3.150 2.299 -0.154
C -0.381 0.591 -0.298

***

[5]
17
Properties=species:S:1:pos:R:3 method="wB97M-V/def2-TZVPD" relative_energy_ev=4.3673 fmax_ev_per_a=2.04 homo_energy_ev="-7.53 / -7.68" lumo_ev="0.43 / 0.60" total_charge=0 multiplicity=1
O 2.516 0.958 -0.575
C -0.180 0.869 1.091
H 3.527 -0.744 -0.279
H 0.690 1.508 1.036
C -2.495 0.224 0.027
C -0.991 0.514 -0.026
C 2.542 -0.228 -0.343
H -3.069 1.142 0.218
H -0.492 0.504 2.071
H -2.803 -0.167 -0.949
C 0.038 -0.446 -0.592
H -2.783 -0.521 0.784
H -0.689 1.229 -0.822
H 1.322 -1.439 0.918
H 0.103 -0.268 -1.669
H 1.469 -2.016 -0.758
C 1.297 -1.118 -0.134

***

[6]
17
Properties=species:S:1:pos:R:3 method="wB97M-V/def2-TZVPD" relative_energy_ev=4.0235 fmax_ev_per_a=0.72 homo_energy_ev=-8.91 lumo_ev=0.96 total_charge=0 multiplicity=1
H 0.414 1.070 -2.117
H 0.031 2.713 -0.257
H -0.122 -0.633 1.399
H -1.708 -0.232 1.434
H 0.462 -2.285 0.441
H 0.948 -1.314 -1.636
C -0.960 0.720 -0.371
H 2.197 -0.418 -0.736
H -1.697 -1.313 0.036
C 1.118 -0.595 -0.824
C 0.355 0.684 -1.102
H -1.834 1.132 -0.873
C -1.159 -0.485 0.511
C 0.146 1.668 0.015
O 1.209 -0.759 1.641
C 0.691 -1.204 0.511
H 0.668 1.489 0.954

***

[7]
17
Properties=species:S:1:pos:R:3 method="wB97M-V/def2-TZVPD" smiles=C#C[C@](C)(O)CC relative_energy_ev=1.4189 fmax_ev_per_a=0.53 homo_energy_ev=-10.15 lumo_ev=0.97 total_charge=0 multiplicity=1
H 0.003 1.395 1.847
C 0.299 0.073 0.447
H -2.981 -1.398 1.512
O 0.289 1.417 0.924
H 0.733 -0.812 -1.473
H 1.348 -0.762 2.161
H 1.533 -1.712 0.675
H -1.574 0.016 -1.788
C 1.467 -0.695 1.074
C 0.471 0.176 -1.075
H 2.399 -0.164 0.857
C -0.984 -0.567 0.816
C -2.038 -1.014 1.190
H -0.508 0.960 -2.845
H -1.090 1.655 -1.320
H 1.338 0.830 -1.230
C -0.748 0.734 -1.802

***

[8]
17
Properties=species:S:1:pos:R:3 method="wB97M-V/def2-TZVPD" relative_energy_ev=2.1254 fmax_ev_per_a=0.50 homo_energy_ev=-9.66 lumo_ev=0.13 total_charge=0 multiplicity=1
C -0.957 -0.586 1.320
H -1.205 -1.471 -1.480
H -1.273 -1.614 1.499
H 1.802 1.475 -2.145
C -0.116 0.003 2.166
H 2.729 -0.816 0.311
C 0.971 1.228 -1.452
H 2.061 -0.705 0.620
C -0.806 -0.517 -1.133
H 0.232 1.019 1.997
C 0.259 -0.026 -1.782
C -1.487 0.079 0.070
H 0.668 -0.582 -2.624
H -2.568 -0.092 -0.011
O 0.732 1.967 -0.518
H 0.257 -0.514 3.046
H -1.301 1.152 0.116

***

[9]
17
Properties=species:S:1:pos:R:3 method="wB97M-V/def2-TZVPD" relative_energy_ev=1.6201 fmax_ev_per_a=0.40 homo_energy_ev=-9.43 lumo_ev=1.09 total_charge=0 multiplicity=1
H 1.511 -1.301 -0.778
H 2.188 -1.182 0.847
C 0.770 0.358 0.416
H -1.763 -2.014 -0.110
H -0.654 -1.200 -1.241
H 0.226 2.357 -0.520
C -0.558 -0.297 0.804
H 2.757 -0.089 -0.424
H -0.025 0.958 -1.579
H 1.136 0.965 1.253
H -1.903 1.606 0.779
C -1.269 -1.068 -0.341
O -2.202 0.007 -0.560
C -0.033 1.296 -0.538
H -0.704 -0.670 1.820
C -1.348 0.865 0.196
C 1.872 -0.592 -0.024

***

[10]
17
Properties=species:S:1:pos:R:3 method="wB97M-V/def2-TZVPD" smiles="O=C1CC=CCC1.[H][H]" relative_energy_ev=0.9238 fmax_ev_per_a=0.47 homo_energy_ev=-9.36 lumo_ev=0.89 total_charge=0 multiplicity=1
C -1.493 0.853 0.926
H -0.537 1.027 -2.212
O 1.582 -0.681 1.175
H -1.716 2.388 -0.478
H 0.715 1.666 -1.163
C 0.325 -0.445 -0.869
C -0.147 0.986 -1.188
C -0.782 -0.393 1.406
H 3.211 -2.292 -0.629
H 1.255 -0.687 -1.387
C -1.195 1.469 -0.217
H -0.543 -0.339 2.472
H -2.259 1.263 1.582
C 0.507 -0.558 0.629
H -1.416 -1.279 1.253
H -0.449 -1.157 -1.183
H 2.941 -1.822 -0.117

***

[11]
17
Properties=species:S:1:pos:R:3 method="wB97M-V/def2-TZVPD" relative_energy_ev=3.7327 fmax_ev_per_a=1.14 homo_energy_ev="-7.10 / -7.34" lumo_ev="0.69 / 0.39" total_charge=0 multiplicity=1
H 0.455 2.287 1.803
C 0.647 1.226 1.842
C 1.091 0.229 -1.053
H 0.312 -1.402 1.967
H 1.562 -0.454 -1.763
H 1.228 -0.228 -0.071
H -0.762 1.345 -0.892
H 1.619 1.188 -1.079
C -0.406 0.419 -1.364
O -0.307 0.477 1.387
H 1.554 0.773 2.230
H -1.947 -1.164 -1.674
C -0.384 -0.834 1.348
H -1.705 -2.306 0.433
C -1.175 -1.368 0.265
C -1.255 -0.759 -0.937
H -0.523 0.570 -2.443

***

[12]
17
Properties=species:S:1:pos:R:3 method="wB97M-V/def2-TZVPD" relative_energy_ev=0.7364 fmax_ev_per_a=1.56 homo_energy_ev=-10.22 lumo_ev=1.21 total_charge=0 multiplicity=1
C 1.637 -0.345 -0.496
H -0.487 1.327 -1.385
H -2.132 -0.452 -2.002
H 0.106 -0.482 1.040
H -1.592 -1.456 -0.576
H 1.337 -1.229 -1.067
C -2.108 0.646 -0.059
C 2.751 -0.938 2.476
H 2.452 -0.663 0.157
C 0.456 0.236 0.283
C -1.717 -0.461 -0.998
O 2.228 -0.097 3.035
H -2.788 1.411 -0.427
H -2.255 0.396 0.989
H 0.771 1.130 0.839
H 2.055 0.389 -1.194
C -0.713 0.590 -0.614

***

[13]
17
Properties=species:S:1:pos:R:3 method="wB97M-V/def2-TZVPD" smiles="C1=CCCC1.C=O" relative_energy_ev=1.0797 fmax_ev_per_a=0.48 homo_energy_ev=-9.06 lumo_ev=0.85 total_charge=0 multiplicity=1
H 2.482 -1.015 0.068
H 1.301 -1.340 1.327
H -0.452 -1.489 -0.284
H -2.002 -0.011 0.896
H -0.618 0.643 -1.919
O -3.099 0.369 -0.761
H 1.034 0.990 1.758
H 0.813 -1.555 -1.494
C 1.473 0.786 0.771
C 1.494 -0.728 0.441
H -3.597 -0.978 0.659
C 0.621 1.377 -0.326
C 0.061 0.446 -1.095
H 0.476 2.448 -0.443
C -2.898 -0.209 0.275
H 2.481 1.219 0.791
C 0.430 -0.951 -0.663

***

[14]
17
Properties=species:S:1:pos:R:3 method="wB97M-V/def2-TZVPD" smiles=C[C@H]1C[C@]2(CO2)C1 relative_energy_ev=2.0281 fmax_ev_per_a=1.26 homo_energy_ev=-9.99 lumo_ev=1.05 total_charge=0 multiplicity=1
H 2.628 -0.675 0.585
H 2.268 -1.003 -1.119
C -0.270 -0.280 1.174
O -0.148 1.773 -0.537
H -1.375 -1.404 -0.981
H 0.608 -2.223 0.364
C 1.877 -0.544 -0.202
H -1.301 -0.665 1.342
C -0.549 -0.689 -0.888
H -2.281 1.969 -0.694
C -0.738 0.549 0.001
H 1.770 0.528 -0.394
H -1.516 2.327 0.944
C -1.456 1.803 -0.011
C 0.514 -1.149 0.158
H 0.149 0.068 2.124
H -0.180 -0.386 -1.864

***

[15]
17
Properties=species:S:1:pos:R:3 method="wB97M-V/def2-TZVPD" smiles=C[C@H]1C[C@]2(CO2)C1 relative_energy_ev=1.4002 fmax_ev_per_a=0.32 homo_energy_ev=-10.02 lumo_ev=1.04 total_charge=0 multiplicity=1
H 2.521 -1.345 0.749
C 0.509 -0.694 0.341
O -1.512 1.877 -0.831
H 0.244 -1.618 -0.187
H -1.363 0.718 -2.607
C 1.658 -0.948 1.297
H 1.390 -1.670 2.075
C -0.797 -0.017 0.839
C 0.672 0.458 -0.682
C -0.817 0.702 -0.503
H -1.642 -0.642 1.141
H -2.781 0.287 -1.509
H -0.579 0.708 1.635
H 1.971 -0.017 1.784
C -1.778 0.701 -1.598
H 1.260 1.280 -0.259
H 1.042 0.220 -1.684

***

[16]
17
Properties=species:S:1:pos:R:3 method="wB97M-V/def2-TZVPD" relative_energy_ev=4.7679 fmax_ev_per_a=0.34 homo_energy_ev=-8.94 lumo_ev=-0.10 total_charge=0 multiplicity=1
H 2.439 0.558 1.290
H 0.160 1.854 0.325
C 0.727 -0.484 -0.259
H -2.008 -1.797 0.674
H 2.475 1.362 -0.249
H -2.228 0.878 -0.335
H -1.629 -0.382 1.642
C -1.387 -0.895 0.701
C 0.087 -1.206 0.661
C 2.838 0.445 0.260
H 0.557 -1.920 1.333
C -1.599 0.005 -0.536
H 1.832 -0.590 -0.478
H -2.076 -0.564 -1.339
O 0.082 1.826 -0.640
C -0.193 0.475 -0.982
H -0.077 0.437 -2.069

***

[17]
17
Properties=species:S:1:pos:R:3 method="wB97M-V/def2-TZVPD" relative_energy_ev=6.0731 fmax_ev_per_a=0.36 homo_energy_ev="-8.53 / -8.54" lumo_ev="-0.44 / -0.44" total_charge=0 multiplicity=1
C -0.677 -1.410 -0.145
C 0.809 -1.320 0.095
C -2.026 1.340 0.744
H -0.894 -0.676 -0.950
C 1.743 -0.735 -0.979
H -3.066 -0.366 1.447
H 1.212 -2.153 0.681
C -2.174 0.253 1.498
C 1.524 0.590 -0.239
O 0.848 -0.075 0.851
H -1.405 -0.054 2.201
H -1.126 1.948 0.802
H 0.862 1.303 -0.746
H 1.402 -0.794 -2.016
H -2.794 1.662 0.044
H 2.767 -1.109 -0.905
H 2.417 1.114 0.117

***

[18]
17
Properties=species:S:1:pos:R:3 method="wB97M-V/def2-TZVPD" relative_energy_ev=3.3560 fmax_ev_per_a=0.40 homo_energy_ev=-8.58 lumo_ev=1.05 total_charge=0 multiplicity=1
H -0.274 -2.222 0.831
C -0.180 -1.370 0.143
H 2.939 0.156 -0.415
C -1.070 -0.279 0.675
H 1.928 -1.953 -0.075
H 1.757 2.164 0.352
C -2.183 0.177 -0.067
H -0.579 -1.717 -0.820
H -2.440 -0.365 -0.977
H -1.211 1.163 -0.325
O -0.137 1.365 0.264
H -3.013 0.634 0.467
C 1.864 0.116 -0.239
H -1.008 -0.094 1.745
H 1.148 1.844 -1.270
C 1.166 1.449 -0.243
C 1.293 -1.068 -0.044

***

[19]
17
Properties=species:S:1:pos:R:3 method="wB97M-V/def2-TZVPD" relative_energy_ev=4.8754 fmax_ev_per_a=0.35 homo_energy_ev=-8.59 lumo_ev=0.48 total_charge=0 multiplicity=1
H -0.474 -0.344 -2.658
C 0.758 -0.949 1.690
H 0.527 1.255 1.700
O -1.210 0.353 -0.852
H 0.232 1.787 -0.525
C 0.224 0.389 1.121
H 1.383 -0.831 2.572
H 1.053 -1.753 1.030
C -1.233 0.346 -2.262
H -1.045 1.352 -2.673
C 1.155 -0.204 -0.703
C -0.685 -0.599 1.790
H -1.087 -0.318 2.760
H 2.100 0.327 -0.481
C 0.068 0.706 -0.379
H -1.373 -1.124 1.136
H -2.228 0.017 -2.575

***

[20]
17
Properties=species:S:1:pos:R:3 method="wB97M-V/def2-TZVPD" smiles="O=CCCC1CC1" relative_energy_ev=0.8305 fmax_ev_per_a=0.57 homo_energy_ev=-9.90 lumo_ev=1.07 total_charge=0 multiplicity=1
H 2.731 -0.825 -0.967
H -1.915 1.830 1.691
H 0.730 1.499 -0.539
O -0.062 1.062 1.829
C 1.108 0.692 -1.156
C 1.865 -0.403 -0.469
H -1.710 0.844 -0.689
C -0.678 -0.972 -0.082
H -2.642 -0.127 0.433
C -1.620 0.203 0.200
C -1.162 1.097 1.327
H -0.290 -1.331 0.877
C 0.494 -0.679 -1.021
H 1.437 1.012 -2.139
H 0.482 -1.250 -1.948
H 1.959 -0.339 0.610
H -1.270 -1.790 -0.508